# 1
This record from the Open Molecules 2025 dataset describes 2 unconnected molecules or ions with the total composition C32H62BrINO7SSi. The level of theory is ωB97M-V with the def2-TZVPD basis set.

- HOMO level (eV) = -11.46
- electronic energy (hartree) = -5397.07787
- Kohn-Sham gap (eV) = 9.0
- net charge = +1

Geometry as XYZ:
```
106
C32H62BrINO7SSi, DFT ωB97M-V with the def2-TZVPD basis set
I -1.568 0.742 1.953
Br 3.773 0.627 0.879
S -0.337 5.334 -1.212
Si 5.555 2.536 -3.021
O -1.528 5.838 -0.573
O 0.405 6.467 -1.685
O 0.457 4.552 -0.001
O -0.501 4.066 -2.231
O 1.219 0.191 0.063
O -1.936 0.133 -0.844
O 4.375 3.645 -2.495
N -5.928 -1.407 5.191
C 1.050 3.338 -0.603
C 5.265 -3.528 -2.099
C -4.433 -1.331 5.289
C 1.782 -3.449 -3.533
C 4.851 0.907 -3.694
C -6.361 0.263 7.044
C 1.883 1.073 0.445
C 0.234 -3.322 -3.303
C 2.679 -3.014 -2.314
C -1.530 2.514 -0.792
C 2.252 3.987 -1.421
C -0.236 -0.394 -3.452
C 6.277 -2.435 0.083
C -0.658 1.129 -3.460
C -5.477 -1.386 2.622
C -0.516 -2.666 -4.540
C -6.229 -2.186 7.591
C -6.441 -2.505 6.122
C 1.433 2.533 0.684
C -0.161 2.835 -1.480
C -6.380 -1.799 3.776
C 6.459 3.389 -4.467
C -5.448 0.102 2.289
C 3.804 -4.058 -1.944
C -1.264 -1.324 -4.156
C -6.577 -0.087 5.580
C -6.840 -0.846 7.969
C 6.859 2.148 -1.679
C 5.583 -2.214 -1.303
C 0.408 1.903 -2.600
C -1.702 1.080 -0.222
C 3.524 3.094 -1.475
H 5.835 3.435 -5.388
H -0.157 -4.368 -3.253
H -6.436 -2.889 3.770
H 6.670 -3.469 0.201
H -6.445 0.464 2.027
H 7.387 2.835 -4.734
H 0.608 2.647 1.414
H -1.706 1.265 -3.134
H -5.845 -1.908 1.734
H -2.146 -1.563 -3.518
H 4.668 -1.597 -1.193
H 0.781 -0.455 -3.919
H 1.979 4.230 -2.465
H -4.020 -2.278 4.948
H 2.515 4.919 -0.883
H -4.460 -1.755 2.764
H 2.104 -2.822 -1.379
H -7.506 -2.622 5.908
H -0.078 -0.721 -2.396
H -4.797 0.270 1.431
H 1.177 1.183 -2.239
H 3.662 -4.397 -0.892
H -4.139 -1.150 6.316
H -1.647 3.223 0.062
H -6.684 -2.977 8.192
H 7.144 -1.749 0.230
H -2.366 2.758 -1.485
H -1.676 -0.842 -5.076
H 5.619 0.377 -4.304
H 3.723 -4.966 -2.587
H 0.278 -2.363 -5.260
H 3.183 -2.063 -2.610
H -4.079 -0.506 4.674
H 6.289 -1.616 -1.926
H 3.988 1.144 -4.353
H 4.588 0.238 -2.846
H -5.166 -2.199 7.842
H 5.572 -2.242 0.922
H 2.133 -2.864 -4.416
H -7.645 -0.185 5.379
H 5.567 -3.372 -3.162
H -5.923 -3.425 5.847
H 5.949 -4.318 -1.701
H -0.043 -2.859 -2.333
H -7.394 -1.423 3.641
H 4.086 3.052 -0.520
H 6.322 1.977 -0.717
H -0.552 1.442 -4.524
H 3.225 2.057 -1.788
H -5.062 0.709 3.108
H -6.165 0.688 4.935
H -7.932 -0.917 7.921
H 6.724 4.443 -4.220
H -1.234 -3.394 -4.964
H 2.309 3.064 1.124
H -6.590 -0.602 9.003
H -6.905 1.181 7.272
H 7.546 3.018 -1.639
H 2.021 -4.514 -3.747
H 0.957 2.572 -3.304
H 7.420 1.247 -2.011
H -5.307 0.482 7.235
```

***

# 2
This record from the Open Molecules 2025 dataset describes 5 unconnected molecules or ions with the total composition C32H62N6O11PS. The level of theory is ωB97M-V with the def2-TZVPD basis set.

- HOMO level (eV) = -11.17
- electronic energy (hartree) = -3151.23784
- Kohn-Sham gap (eV) = 6.4
- net charge = +1

Geometry as XYZ:
```
113
C32H62N6O11PS, DFT ωB97M-V with the def2-TZVPD basis set
S -6.577 6.462 0.701
P -5.171 5.644 -0.365
O -7.905 4.140 -2.065
O 7.961 -3.420 -2.679
O 4.975 -4.292 2.537
O 7.340 -2.596 -0.765
O 2.742 5.600 2.907
O -5.798 5.001 -1.829
O 10.597 -5.323 -1.083
O 1.951 3.763 3.763
O -4.162 -3.122 -2.118
O 11.607 -4.706 0.739
O 4.253 -2.403 3.365
N 2.131 4.971 3.758
N -4.823 -0.161 3.813
N 4.435 -3.616 3.405
N 11.441 -4.687 -0.467
N 7.687 -3.514 -1.493
N -6.123 0.068 0.937
C 4.485 -0.914 -0.744
C -2.907 -5.181 -2.751
C 12.348 -3.813 -1.256
C 3.832 1.075 0.944
C -5.970 -1.197 1.714
C 0.496 2.352 -1.158
C 1.552 5.741 4.890
C -6.174 1.214 -1.436
C -4.001 2.862 -3.185
C -6.533 -1.896 4.344
C 3.961 -4.336 4.615
C 3.345 2.462 0.240
C -3.252 -4.107 -1.575
C 4.343 -2.233 0.209
C -6.417 1.357 1.560
C 7.785 -4.866 -0.886
C -6.493 2.609 -0.808
C -4.457 1.343 -3.409
C -6.607 2.674 0.743
C -4.196 -1.921 -1.274
C -2.513 3.205 -3.691
C 5.027 0.360 0.109
C -1.044 2.346 -1.596
C -5.727 -1.438 -1.268
C 0.932 3.589 -0.223
C -5.694 -1.003 3.279
C -6.042 1.165 -3.042
C -5.998 -0.059 -0.519
C 2.817 -2.757 0.270
C 1.982 3.022 0.891
C -1.501 3.608 -2.483
C -6.741 3.959 -1.612
H 2.280 3.853 1.611
H -2.279 -3.678 -1.149
H 4.827 -4.810 5.075
H 5.857 0.001 0.830
H 3.461 -0.629 -1.181
H 7.095 -5.518 -1.422
H -1.196 1.397 -2.245
H -4.719 3.576 -3.744
H 2.583 -3.355 -0.690
H 4.252 1.261 1.998
H -2.591 4.097 -4.424
H 12.086 -3.895 -2.310
H -4.075 3.174 -2.070
H -4.276 1.087 -4.514
H -7.647 -1.622 4.356
H -6.569 2.074 -3.529
H -2.669 -6.220 -2.342
H -4.258 6.701 -0.760
H -6.950 -1.807 1.623
H -0.551 4.029 -2.984
H -1.776 2.221 -0.709
H 1.508 4.410 -0.781
H 1.788 6.795 4.755
H -6.351 -2.267 -0.753
H 5.235 -1.178 -1.573
H 4.225 3.195 0.395
H 0.682 1.394 -0.536
H -5.121 -1.876 1.316
H -6.504 0.235 -3.513
H -4.384 0.364 3.030
H -1.913 4.449 -1.821
H -6.077 -1.450 -2.367
H -3.714 -4.746 -0.726
H 0.053 4.038 0.359
H 0.474 5.582 4.878
H 2.734 -3.470 1.176
H 3.288 2.264 -0.884
H -6.443 -2.985 3.976
H 7.515 -4.800 0.166
H 2.090 -1.890 0.440
H 4.702 -1.982 1.284
H -3.520 -1.159 -1.819
H 1.514 2.188 1.530
H 8.819 -5.203 -1.000
H -4.484 4.573 0.309
H -6.865 3.668 1.242
H -3.857 0.700 -2.680
H 12.209 -2.791 -0.903
H -6.064 -1.782 5.392
H -2.067 2.320 -4.260
H 5.425 1.139 -0.631
H -2.114 -4.801 -3.479
H 3.230 -5.077 4.291
H -6.546 1.469 2.700
H 1.998 5.360 5.808
H 5.020 -3.038 -0.264
H 2.971 0.307 0.988
H 3.507 -3.618 5.295
H 13.367 -4.155 -1.083
H -3.755 -2.156 -0.247
H 1.232 2.307 -2.033
H -3.892 -5.298 -3.352
```

***

Which value of net charge does entry 1 give? +1

***

The highest Kohn-Sham gap belongs to which entry? C32H62BrINO7SSi